(1)
22
Properties=species:S:1:pos:R:3:nbo_charge:R:1 method="wB97M-V/def2-TZVPD" lumo_energy_ev=-2.974 homo_lumo_gap_ev=10.7 spin_multiplicity=1 charge=+1
O 1.4579 1.4045 1.1954 -0.745
N 0.6202 -0.9605 -1.8201 -0.544
N 0.5128 -2.1546 0.1368 -0.791
N -1.4311 -1.4631 -0.9923 -0.739
C -0.9703 1.5666 1.7055 -0.641
C -0.1205 -1.5494 -0.8685 0.684
C 0.3983 0.9489 2.0295 -0.058
C 0.2975 0.3701 -2.3465 -0.442
H -1.8543 -0.9338 -1.7317 0.432
H 1.7783 2.2508 1.5303 0.483
H -2.0346 -1.9902 -0.3632 0.432
H 1.0582 0.6390 -3.0757 0.244
H 0.3754 -0.1311 1.8791 0.142
H -0.9409 2.6425 1.8812 0.222
H 1.6164 -1.0933 -1.7445 0.417
H -1.7135 1.0301 2.2828 0.226
H 0.6577 1.0438 3.0903 0.177
H -0.6814 0.4737 -2.7980 0.211
H -1.0094 1.5596 0.6099 0.198
H 0.4286 1.1326 -1.5690 0.229
H 0.2038 -3.0472 0.4674 0.427
H 1.3507 -1.7390 0.5012 0.438

(2)
59
Properties=species:S:1:pos:R:3:nbo_charge:R:1 method="wB97M-V/def2-TZVPD" lumo_energy_ev="-1.814 / -1.746" homo_lumo_gap_ev="5.5 / 5.5" spin_multiplicity=1
Au 0.4105 0.1084 -0.1688 0.738
Sb 2.1628 3.3515 0.2093 0.913
Sb -2.8400 0.1910 -0.1261 1.176
S 2.9585 1.9544 1.7915 -0.921
S 0.0032 2.4402 -0.3645 -0.871
S 2.6235 0.2002 -1.3674 -0.157
S 2.9844 2.0225 -1.9226 -0.214
P 0.6718 -2.1950 -0.2273 0.980
F -6.5654 4.7437 -2.1459 -0.322
F -5.1246 -0.6125 5.6242 -0.331
F -5.5349 -4.4649 -3.2945 -0.332
N -0.2071 0.1520 2.2114 -0.717
N 0.7962 -0.4929 3.0145 -0.686
C -3.3014 -1.7873 -2.3829 -0.214
C -3.8096 -1.4160 -1.1342 -0.402
C -4.9702 -3.4658 -2.5890 0.474
C 1.0050 -2.9185 -1.8519 -0.960
C -3.6346 -1.3400 2.4256 -0.224
C -4.9148 -2.1090 -0.6360 -0.204
C -6.3362 2.6080 -1.2064 -0.287
C 2.0142 -2.7728 0.8309 -0.974
C -4.6634 -0.4437 4.3704 0.474
C -5.5038 -3.1400 -1.3602 -0.308
C -5.4996 1.5995 -0.7532 -0.197
C -5.7567 3.7611 -1.7033 0.414
C -3.7279 -0.0983 1.7872 -0.410
C -4.1109 1.7451 -0.7945 -0.401
C -4.2914 0.9698 2.4916 -0.203
C -0.7900 -3.0870 0.3658 -0.966
C -3.5671 2.9245 -1.3032 -0.183
C -4.3932 3.9458 -1.7640 -0.286
C -4.1068 -1.5256 3.7194 -0.310
C -4.7655 0.8018 3.7880 -0.301
C -3.8799 -2.8114 -3.1236 -0.308
H 0.1681 -2.7196 -2.5215 0.250
H 2.9656 -2.3918 0.4557 0.263
H 2.0400 -3.8638 0.8468 0.234
H -5.2074 1.6182 4.3438 0.237
H -6.3619 -3.6836 -0.9874 0.234
H -4.3756 1.9467 2.0296 0.231
H -5.9450 0.6896 -0.3660 0.217
H -7.4137 2.5132 -1.1832 0.233
H -2.4425 -1.2707 -2.8019 0.219
H -2.4913 3.0607 -1.3387 0.244
H -0.2597 1.1572 2.3680 0.386
H -1.1030 -0.2752 2.4167 0.369
H 0.7360 -0.1295 3.9636 0.344
H -3.9909 4.8679 -2.1619 0.237
H -3.2032 -2.1925 1.9095 0.214
H 1.8985 -2.4692 -2.2836 0.268
H -5.3328 -1.8513 0.3305 0.222
H 1.8612 -2.3859 1.8372 0.279
H 1.6760 -0.1236 2.6421 0.391
H -1.0216 -2.7570 1.3801 0.248
H -1.6468 -2.8770 -0.2765 0.256
H -3.5024 -3.1027 -4.0949 0.234
H -4.0500 -2.4829 4.2205 0.234
H -0.6028 -4.1624 0.3761 0.242
H 1.1464 -3.9975 -1.7598 0.234

(3)
77
Properties=species:S:1:pos:R:3:mulliken_spin:R:1 method="wB97M-V/def2-TZVPD" lumo_energy_ev="-9.170 / -9.241" homo_lumo_gap_ev="4.4 / 4.3" spin_multiplicity=3 charge=+3
Ni 14.3734 12.9825 8.8207 1.782
S 12.0965 15.3862 12.0051 0.004
O 11.4726 9.6699 8.1376 -0.001
O 15.7876 12.3035 13.0505 0.000
O 16.1915 12.8718 10.8599 0.010
O 8.6356 13.3664 4.9253 0.000
O 13.0423 11.1536 7.5426 0.024
N 16.1625 12.6332 7.7641 0.051
N 13.6433 14.0751 7.1965 0.062
N 19.9813 13.0998 8.0761 0.001
N 10.5439 12.0559 5.2654 0.000
N 10.6677 14.4020 5.0109 0.001
N 13.8855 11.4170 10.1464 0.018
N 13.6114 14.3432 10.1364 0.022
N 11.3978 13.5338 10.2226 -0.001
C 8.3383 6.7855 5.4329 0.000
C 14.3850 15.3727 10.7138 0.005
C 13.6595 16.0299 11.7486 0.002
C 8.8889 8.1722 5.3664 0.000
C 10.8087 9.6693 5.1331 0.000
C 14.2548 15.2501 6.9562 -0.002
C 13.7237 16.1698 6.0224 0.005
C 12.5420 10.4302 8.4424 0.009
C 14.4053 11.3378 11.4020 -0.010
C 9.9761 10.7877 5.2350 0.000
C 12.3877 14.3277 10.6640 0.001
C 12.4925 9.5015 10.7411 -0.001
C 14.2572 17.0585 12.4841 0.000
C 12.5598 15.8867 5.3311 -0.003
C 13.0065 10.4393 9.8355 -0.005
C 12.9595 9.5543 12.0556 -0.001
C 9.8692 13.2503 5.0840 0.000
C 13.9339 10.4682 12.4116 0.000
C 15.5140 12.2429 11.7066 0.008
C 8.0576 9.2816 5.4447 0.000
C 15.7264 15.7657 10.4263 0.004
C 11.8879 14.6804 5.6240 0.010
C 10.2714 8.4022 5.2057 0.000
C 16.2827 16.8049 11.1767 0.001
C 8.5935 10.5624 5.3405 0.000
C 15.5799 17.4109 12.2352 0.000
C 12.4461 13.8152 6.5910 0.002
C 18.6917 12.8213 7.3119 0.002
C 17.5608 12.8289 8.3399 0.004
H 7.5907 6.6821 6.2634 0.000
H 7.8267 6.4841 4.4951 0.000
H 7.9571 11.4734 5.3222 0.000
H 16.0211 11.6633 7.4665 -0.004
H 11.1144 9.2271 8.9222 0.000
H 16.0818 18.1791 12.8410 0.000
H 11.7521 8.7279 10.4732 0.000
H 16.3052 15.2847 9.6319 0.002
H 10.4614 13.6139 10.5895 0.000
H 12.1306 16.5691 4.5765 0.000
H 11.5515 12.1210 5.1443 0.000
H 12.5942 8.8125 12.7750 0.000
H 13.6119 17.6066 13.1923 0.000
H 9.1391 6.0472 5.6282 0.000
H 15.1592 15.5137 7.5190 0.001
H 11.8710 9.8385 4.9864 0.000
H 14.3443 10.5504 13.4203 0.000
H 18.7642 11.8236 6.8355 0.000
H 11.5471 13.0221 9.3585 0.002
H 17.2959 17.1279 10.9346 0.000
H 16.5703 12.9104 13.1153 0.000
H 19.9558 14.0492 8.4855 0.000
H 16.0850 13.1922 6.9149 -0.002
H 20.7806 13.0703 7.4307 0.000
H 20.1360 12.3991 8.8064 0.000
H 10.1788 15.2381 4.7216 0.000
H 11.9436 12.8832 6.8664 -0.003
H 10.9423 7.5352 5.1771 0.000
H 14.2271 17.1096 5.8552 0.001
H 17.5732 13.8110 8.8305 -0.001
H 17.7396 12.0471 9.0954 0.000
H 18.5715 13.5879 6.5364 0.000
H 6.9871 9.1094 5.5834 0.000

(4)
17
Properties=species:S:1:pos:R:3:nbo_charge:R:1 method="wB97M-V/def2-TZVPD" lumo_energy_ev=0.061 homo_lumo_gap_ev=8.4 spin_multiplicity=1
O 1.5042 0.0691 -1.1835 -0.712
O 0.8317 -0.0081 1.7224 -0.585
O -0.7085 0.8149 -1.5169 -0.571
N -0.3058 -2.2648 -0.9046 -0.675
N 0.8338 2.2451 -0.6112 -0.843
C 0.5253 -1.6022 -0.2518 0.131
C -0.0414 -0.3967 0.9761 0.525
C -1.5198 -0.3596 1.2118 -0.750
C 0.3396 1.0100 -0.9583 0.888
H -2.0305 -0.1923 0.2633 0.252
H 1.3491 -2.0833 0.2662 0.170
H 2.1527 0.0598 -0.4545 0.493
H 0.2439 3.0219 -0.8672 0.412
H 1.4385 2.2808 0.1971 0.410
H -1.8502 -1.3059 1.6400 0.257
H -1.7568 0.4534 1.8982 0.233
H -1.0058 -1.7422 -1.4271 0.365

(5)
99
Properties=species:S:1:pos:R:3:mulliken_charge:R:1 method="wB97M-V/def2-TZVPD" lumo_energy_ev=-1.030 homo_lumo_gap_ev=7.2 spin_multiplicity=1
I -3.3244 -1.9946 1.8290 0.073
S -3.0436 -3.9141 -2.5557 -0.150
S -0.1503 -3.8510 -2.1867 -0.150
O -0.9729 -1.4124 -11.5531 -0.357
O -0.7734 0.8374 -11.6835 -0.558
O 2.4823 1.2795 4.5033 -0.741
O 0.0002 2.4993 0.4378 -0.537
O 4.0839 -1.8680 2.9449 -0.577
O 3.7994 -2.5582 5.0772 -0.374
O -1.3232 -0.6471 6.8974 -0.591
O 1.5749 2.3456 2.0232 -0.326
O 3.8067 -4.0405 3.5117 -0.403
O -1.5562 -0.2244 -9.8502 -0.263
O -1.3378 6.3878 8.4948 -0.437
N -1.4419 -2.6461 -4.2900 0.112
C 0.2990 0.4759 3.9564 0.137
C -0.4997 -2.1124 -0.1052 -0.349
C -1.6430 1.0424 -9.1949 -0.648
C -0.2563 1.4406 6.6284 0.869
C -0.7617 -0.0666 4.6826 0.565
C -1.6083 -3.3944 -3.1047 -0.070
C -0.5562 -0.6472 0.3771 -0.978
C 0.7525 3.0190 1.2159 0.875
C 1.5509 0.9222 1.8370 -1.589
C -1.0788 5.0008 8.3850 -0.435
C 0.2834 -2.2519 -1.4017 -0.875
C 0.8524 4.4988 1.3982 -1.136
C -1.7773 -3.4228 -5.4794 -0.409
C 0.3800 0.2848 2.5608 0.721
C -3.5335 -1.1906 -4.6450 -1.089
C 0.7700 1.9455 5.9404 -0.910
C -2.0607 -1.3045 -4.2177 -0.412
C -1.3694 -2.7289 -6.7788 -1.202
C -1.0705 -0.1673 -11.0916 0.741
C -0.6811 7.1474 7.5033 -0.622
C -0.4345 -1.5368 -12.8782 -0.183
C 1.0725 -1.3986 -12.8858 -1.113
C -1.9743 4.3140 7.3634 -0.558
C -1.6721 -0.9639 2.6471 -0.259
C -0.8380 0.1559 6.1475 0.188
C 1.3032 1.2485 4.7533 0.432
C 3.9740 -1.2000 5.5060 -0.154
C -0.8459 2.0387 7.8604 -1.449
C 5.3755 -4.4345 1.6835 -1.141
C -2.1428 2.8109 7.5823 -0.623
C -1.7461 -0.7843 4.0242 -1.177
C 3.9198 -2.7365 3.7655 0.814
C 3.9300 -4.4125 2.1320 0.041
C -0.6162 -0.4560 1.8706 0.978
H 0.1108 4.9930 0.7898 0.349
H 0.3226 7.4466 7.8147 0.261
H 5.8094 -3.4358 1.7141 0.308
H 5.4501 -4.8115 0.6635 0.378
H -0.7235 -2.5308 -13.2143 0.295
H 1.4652 -1.5918 -13.8840 0.364
H -1.4499 -0.1789 -0.0376 0.499
H 3.3383 -0.5272 4.9357 -0.148
H -2.1928 1.7596 -9.7998 0.354
H -1.0852 1.2153 8.5311 0.401
H -1.9385 -0.9502 -3.1987 -0.034
H -1.1502 -1.6740 -6.6482 0.232
H 1.5227 -2.1043 -12.1865 0.293
H 1.3584 -2.2658 -1.2533 0.527
H 1.5795 0.6800 0.7882 0.697
H -0.0834 2.6264 8.3646 0.561
H 1.3748 -0.3962 -12.5852 0.314
H 3.3288 -3.7474 1.5120 0.101
H 1.2357 2.8566 6.2889 0.441
H -2.8381 2.6462 8.4011 0.354
H -1.5045 -2.4430 -0.3385 0.158
H -4.0638 -2.1337 -4.6384 0.348
H -0.0351 4.8772 8.0704 0.261
H -1.4702 -0.6480 -4.8530 0.612
H -2.8201 -3.7489 -5.5051 0.409
H -2.9613 4.7667 7.4666 0.391
H 1.8614 4.8117 1.1390 0.296
H -1.1548 4.5470 9.3713 0.329
H -0.1426 -2.8068 0.6520 0.382
H 5.9672 -5.0732 2.3403 0.288
H 2.4641 0.5469 2.2813 0.404
H -2.5674 -1.1985 4.5892 0.480
H 3.4989 -5.4094 2.0624 0.332
H 0.2773 -0.1258 -0.0664 0.288
H -2.6383 2.4086 6.6992 0.347
H -3.6374 -0.6810 -5.5979 0.149
H -0.6135 6.6157 6.5538 0.251
H -1.6515 4.5522 6.3514 0.281
H 0.0070 -1.4789 -2.1148 0.331
H -0.4688 -3.1907 -7.1722 0.411
H -1.1925 -4.3395 -5.4191 0.443
H -1.2642 8.0500 7.3399 0.273
H -0.6463 1.4222 -8.9754 0.325
H 5.0164 -0.9017 5.4002 0.322
H 0.7403 4.7348 2.4536 0.267
H -0.9068 -0.8123 -13.5408 0.320
H -2.1252 -2.8284 -7.5528 0.287
H -2.1764 0.8714 -8.2638 0.115
H -4.0459 -0.5548 -3.9238 0.410
H 3.6992 -1.1688 6.5574 0.237